(1)
# C22H27N3O6

C22H27N3O6 in the gas phase (wB97M-V/def2-TZVPD, OMol25).

Computed properties:
**Orbital gap**: 8.35 eV
**M**: 429.47 u
**Strongest force on any atom**: 0.88 eV/A
**Charge**: 0
**E_HOMO**: -7.65 eV
**Energy relative to the best compared isomer or geometry (same formula, charge and spin)**: 1.919 eV
**Lowest unoccupied orbital energy**: 0.70 eV

Last column: natural (NBO) charge in e.
Cartesian coordinates (Å):
C: 1.1519 2.5193 -3.0915  -0.62
C: 0.5166 1.5389 -2.1266  -0.09
O: -0.1281 2.2876 -1.0868  -0.50
C: -0.6163 1.6116 -0.0675  0.82
O: -0.5345 0.4166 0.0750  -0.64
C: -1.4180 2.5209 0.8613  -0.32
N: -2.8117 2.1982 0.6575  -0.61
C: -3.5379 1.5182 1.5712  0.65
O: -3.2409 1.3938 2.7367  -0.61
C: -4.7996 0.9101 0.9417  -0.16
O: -4.4613 0.3177 -0.2974  -0.48
C: -3.4931 -0.6447 -0.2884  0.15
C: -3.2123 -1.4498 0.7583  0.10
O: -2.2734 -2.4097 0.7291  -0.43
C: -1.5793 -2.6083 -0.4002  0.38
C: -0.5086 -3.6645 -0.2522  -0.26
N: 0.7858 -3.1310 0.1315  -0.44
C: 1.4135 -2.3132 -0.8908  -0.25
C: 2.8567 -2.0065 -0.4693  -0.20
N: 2.8774 -1.2979 0.7927  -0.46
C: 2.7674 0.0857 0.8117  0.27
C: 3.4798 0.8571 -0.1175  -0.29
C: 3.4374 2.2362 -0.0916  -0.20
C: 2.6918 2.9034 0.8651  -0.26
C: 2.0029 2.1585 1.8054  -0.19
C: 2.0357 0.7774 1.7839  -0.30
C: 2.2173 -2.1077 1.7936  -0.22
C: 0.7689 -2.4152 1.4001  -0.25
C: -1.7654 -1.8521 -1.5039  -0.38
C: -2.6779 -0.7280 -1.5179  0.48
O: -2.7339 0.1040 -2.4114  -0.60
H: 1.6423 1.9746 -3.8927  0.22
H: 1.8862 3.1275 -2.5704  0.21
H: 0.3931 3.1699 -3.5168  0.22
H: 1.2690 0.8877 -1.6694  0.19
H: -0.2435 0.9229 -2.6200  0.21
H: -1.1833 2.3086 1.9068  0.25
H: -1.2195 3.5671 0.6206  0.22
H: -3.1266 2.1606 -0.3047  0.42
H: -5.2619 0.2007 1.6355  0.20
H: -5.5219 1.6951 0.7031  0.22
H: -3.6903 -1.3950 1.7250  0.21
H: -0.8188 -4.3685 0.5249  0.22
H: -0.3856 -4.2010 -1.1955  0.22
H: 1.4167 -2.8693 -1.8313  0.20
H: 0.8764 -1.3629 -1.0352  0.20
H: 3.3466 -1.4304 -1.2514  0.20
H: 3.3993 -2.9478 -0.3368  0.20
H: 4.0958 0.3755 -0.8619  0.21
H: 4.0024 2.7947 -0.8248  0.21
H: 2.6547 3.9819 0.8818  0.21
H: 1.4233 2.6582 2.5688  0.21
H: 1.4640 0.2449 2.5262  0.22
H: 2.2648 -1.6209 2.7665  0.21
H: 2.7702 -3.0512 1.8569  0.20
H: 0.3037 -3.0530 2.1547  0.20
H: 0.2062 -1.4733 1.3272  0.20
H: -1.1742 -2.0234 -2.3887  0.24

=====

(2)
# C34H47MnN5O2P

A molecular structure, C34H47MnN5O2P (wB97M-V/def2-TZVPD, OMol25).

Computed properties:
**Orbital gap (spin up / spin down)**: 8.14 / 8.47 eV
**M**: 643.69 u
**Strongest force on any atom**: 0.96 eV/A
**Charge**: +1
**<S²>**: 0.91
**E_HOMO (spin up / spin down)**: -9.98 / -10.32 eV
**Energy relative to the best compared isomer or geometry (same formula, charge and spin)**: 0.000 eV
**Spin multiplicity**: 2
**Lowest unoccupied orbital energy (spin up / spin down)**: -1.84 / -1.84 eV

Last column: Mulliken spin population.
Cartesian coordinates (Å):
Mn: -1.2212 -0.4135 -0.4183  0.97
C: -2.7083 -0.2904 2.5159  0.00
C: -2.6561 -1.7268 2.0366  0.00
N: -1.6206 -1.9525 0.9988  0.01
C: -1.9402 -3.1888 0.2394  -0.01
C: -3.0185 -2.8925 -0.7867  0.01
N: -2.5971 -1.7280 -1.5699  -0.02
C: -3.5575 -1.3506 -2.6235  0.01
C: -3.3712 0.0900 -3.0970  0.00
C: -1.9193 0.5337 -3.2556  0.00
N: -1.2902 0.9966 -1.9898  -0.01
C: -1.8791 2.2444 -1.4775  0.00
C: -2.9969 2.0110 -0.4406  0.00
N: -2.9800 0.6549 0.1672  0.00
C: -3.4533 0.6529 1.5781  0.00
H: -1.6927 0.0673 2.6908  0.00
H: -3.2197 -0.2569 3.4807  0.00
H: -3.6245 -1.9996 1.6132  0.00
H: -2.4844 -2.4132 2.8700  0.00
H: -0.7395 -2.1159 1.4761  0.01
H: -2.2562 -3.9905 0.9137  0.00
H: -1.0393 -3.5214 -0.2745  0.00
H: -3.9796 -2.6774 -0.3103  0.00
H: -3.1627 -3.7737 -1.4200  0.00
H: -1.7742 -2.0475 -2.0889  -0.01
H: -4.5761 -1.4907 -2.2512  0.00
H: -3.4341 -2.0346 -3.4682  0.00
H: -3.9029 0.7794 -2.4375  0.00
H: -3.8661 0.1927 -4.0642  0.00
H: -1.8690 1.3524 -3.9798  0.00
H: -1.3063 -0.2864 -3.6276  0.00
H: -0.3108 1.1691 -2.2079  0.00
H: -2.2618 2.8604 -2.2967  0.00
H: -1.0720 2.8050 -1.0089  0.00
H: -3.9802 2.2122 -0.8712  0.00
H: -2.8682 2.7359 0.3622  0.00
H: -3.5894 0.0546 -0.3772  0.00
H: -4.5214 0.4159 1.6013  0.00
H: -3.3588 1.6671 1.9651  0.00
O: -0.5320 -3.4734 -2.7284  0.01
C: 0.2757 -2.6785 -2.2392  0.02
O: 0.0302 -1.4269 -2.0763  0.00
C: 1.5730 -3.1655 -1.6672  0.01
C: 2.0582 -4.4114 -2.0480  0.00
C: 3.2543 -4.8802 -1.5347  0.00
C: 3.9581 -4.1067 -0.6213  0.00
C: 3.4680 -2.8731 -0.2216  0.00
C: 2.2743 -2.3772 -0.7475  0.01
P: 1.5240 -0.8107 -0.1666  -0.01
C: 2.5411 -0.4386 1.3195  0.01
C: 2.0410 -0.8675 2.5472  0.02
C: 2.7661 -0.7018 3.7193  0.00
C: 4.0026 -0.0740 3.6799  0.00
C: 4.5083 0.3772 2.4671  0.00
C: 3.7863 0.1915 1.2965  0.00
C: 2.1217 0.4635 -1.3485  -0.01
C: 2.1531 1.8101 -0.9832  0.00
C: 2.4623 2.7986 -1.9078  0.00
C: 2.7569 2.4566 -3.2195  0.00
C: 2.7614 1.1185 -3.5886  0.00
C: 2.4463 0.1331 -2.6639  0.00
H: 1.4779 -4.9914 -2.7530  0.00
H: 3.6363 -5.8452 -1.8405  0.00
H: 4.8924 -4.4671 -0.2107  0.00
H: 4.0248 -2.2992 0.5061  0.00
H: 1.0712 -1.3547 2.5893  0.00
H: 2.3675 -1.0611 4.6598  0.00
H: 4.5721 0.0616 4.5901  0.00
H: 5.4761 0.8610 2.4307  0.00
H: 4.2013 0.5272 0.3536  0.00
H: 1.9603 2.0948 0.0429  0.00
H: 2.4889 3.8366 -1.5987  0.00
H: 2.9991 3.2240 -3.9428  0.00
H: 3.0135 0.8356 -4.6024  0.00
H: 2.4499 -0.9028 -2.9716  0.00
C: 0.1790 4.4117 1.5511  0.00
C: 0.3044 3.1246 2.3784  0.00
C: -0.6450 3.1561 3.5837  0.00
C: 1.7519 2.9112 2.8361  0.00
C: -0.0986 1.9999 1.5170  0.01
N: -0.4243 1.1243 0.8516  -0.03
H: 0.4715 5.2601 2.1699  0.00
H: -0.8475 4.5722 1.2173  0.00
H: 0.8314 4.3831 0.6775  0.00
H: -0.3631 3.9848 4.2334  0.00
H: -0.5803 2.2328 4.1600  0.00
H: -1.6793 3.3073 3.2707  0.00
H: 2.0401 3.7470 3.4747  0.00
H: 2.4399 2.8721 1.9919  0.00
H: 1.8569 1.9859 3.4006  0.00

=====

(3)
# C6H18N3

2 unconnected molecules or ions with the total composition C6H18N3 (wB97M-V/def2-TZVPD, OMol25).

Computed properties:
**Orbital gap (spin up / spin down)**: 4.71 / 9.69 eV
**M**: 132.23 u
**Strongest force on any atom**: 1.24 eV/A
**Charge**: 0
**<S²>**: 0.75
**E_HOMO (spin up / spin down)**: -3.66 / -8.71 eV
**Energy relative to the best compared isomer or geometry (same formula, charge and spin)**: 0.000 eV
**Spin multiplicity**: 2
**Lowest unoccupied orbital energy (spin up / spin down)**: 1.05 / 0.98 eV

Last column: natural (NBO) charge in e.
Cartesian coordinates (Å):
C: 2.0860 -0.0460 0.7925  -0.21
C: 1.4737 -0.9897 1.8059  -0.63
C: 0.7954 2.0051 0.2503  0.37
N: 1.1402 0.6899 -0.0192  -0.65
N: 1.6824 2.9003 0.8815  -0.88
N: -0.4501 2.5155 -0.0990  -0.88
H: 2.8047 0.6368 1.2464  0.18
H: 2.7228 -0.5961 0.0948  0.19
H: 1.2514 -1.9606 1.3893  0.20
H: 0.5951 -0.6007 2.3187  0.21
H: 0.5634 0.1552 -0.6441  0.39
H: 2.5709 2.6195 1.2371  0.38
H: 1.3318 3.8334 0.9987  0.38
H: -1.3338 2.0658 0.0876  0.36
H: -0.5421 3.5048 -0.2417  0.37
H: 2.1390 -1.2145 2.6467  0.21
C: -2.0804 -1.7581 -1.4979  -0.40
C: -2.5946 -0.6929 -0.5192  -0.61
C: -0.5586 -1.8192 -1.5401  -0.61
H: -2.4419 -2.7282 -1.1468  0.19
H: -2.5059 -1.6361 -2.4931  0.20
H: -1.9154 -0.6145 0.3319  0.20
H: -0.0848 -2.0644 -0.5902  0.20
H: -0.2021 -2.6496 -2.1655  0.21
H: -3.5963 -0.9756 -0.2046  0.21
H: -2.6609 0.3049 -0.9629  0.20
H: -0.1900 -0.8850 -1.9572  0.19

=====

(4)
# C42H98N6O16

7 unconnected molecules or ions with the total composition C42H98N6O16 (wB97M-V/def2-TZVPD, OMol25).

Computed properties:
**Orbital gap (spin up / spin down)**: 6.81 / 4.65 eV
**M**: 943.27 u
**Strongest force on any atom**: 5.71 eV/A
**Charge**: +5
**<S²>**: 0.79
**E_HOMO (spin up / spin down)**: -19.18 / -19.18 eV
**Spin multiplicity**: 2
**Lowest unoccupied orbital energy (spin up / spin down)**: -12.37 / -14.54 eV

Last column: Mulliken spin population.
Cartesian coordinates (Å):
C: 0.6809 1.7504 -0.2378  0.19
C: 1.6917 0.9163 -0.0145  0.02
C: 1.4849 -0.5606 0.4488  -0.06
O: 2.4153 -1.4063 0.6809  0.02
C: 0.2548 -1.1305 0.5261  0.09
C: -0.8876 -0.3562 0.2043  -0.11
C: -0.6537 1.2732 -0.1002  0.24
O: -1.6028 1.9441 -0.1267  0.08
O: -1.9940 -0.9092 0.1439  -0.01
O: 2.8125 1.4548 -0.3947  0.44
H: 0.8719 2.7544 -0.5870  0.11
H: 0.0785 -2.1664 0.7754  0.02
C: -2.8570 4.8926 -0.0514  0.00
O: -3.1462 4.2870 1.2470  0.00
C: -4.5401 3.8565 1.3069  0.00
C: -4.7661 2.4604 0.7128  0.00
N: -3.9083 1.3843 1.4009  0.00
H: -3.9987 0.4681 0.9855  0.00
H: -2.9534 1.6611 1.2232  0.00
C: -4.1824 1.1302 2.9974  0.00
C: -3.0025 0.2782 3.5641  0.00
O: -1.8070 0.8348 3.2745  0.00
C: -0.8051 0.3747 4.1044  0.00
H: -2.5820 4.1253 -0.7752  0.00
H: -1.9596 5.5101 -0.0126  0.00
H: -3.5686 5.5297 -0.5764  0.00
H: -5.1050 4.6887 0.8869  0.00
H: -4.9310 3.9065 2.3231  0.00
H: -4.4097 2.4442 -0.3171  0.00
H: -5.7975 2.1872 0.9355  0.00
H: -5.1365 0.6298 3.1627  0.00
H: -4.1138 2.0840 3.5206  0.00
H: -3.0513 -0.7822 3.3166  0.00
H: -3.1649 0.2076 4.6396  0.00
H: -0.4763 -0.6546 3.9615  0.00
H: -1.1051 0.4205 5.1513  0.00
H: 0.0354 1.0665 4.1593  0.00
C: -1.3428 4.1508 4.7300  0.00
O: -0.1211 3.6715 4.2120  0.00
C: -0.1577 3.3789 2.8167  0.02
C: 0.2079 4.6103 2.0237  -0.01
N: 1.3237 5.4119 2.6373  0.00
H: 1.4739 6.2652 2.1182  0.00
H: 1.0853 5.6911 3.5782  0.00
C: 2.7176 4.8347 2.7735  0.00
C: 3.2901 4.6158 1.4644  0.00
O: 3.1866 5.8057 0.6993  0.00
C: 2.7460 5.6286 -0.6797  0.00
H: -1.4594 4.4930 5.7583  0.00
H: -2.2054 3.5011 4.5824  0.00
H: -1.5186 5.0582 4.1523  0.00
H: -1.1315 3.0644 2.4413  -0.01
H: 0.6154 2.6551 2.5589  -0.02
H: -0.6670 5.2438 2.1700  0.00
H: 0.3618 4.5946 0.9447  0.00
H: 2.7279 3.9539 3.4155  0.00
H: 3.2628 5.6250 3.2896  0.00
H: 2.6473 3.8685 0.9990  0.00
H: 4.3309 4.2952 1.4193  0.00
H: 3.5176 5.0892 -1.2290  0.00
H: 2.5810 6.5773 -1.1905  0.00
H: 1.8085 5.0798 -0.7692  0.00
C: -0.2236 -3.6554 3.1484  0.00
O: -0.7366 -4.0349 1.8961  0.00
C: -1.8648 -4.8810 1.9272  0.00
C: -3.2638 -4.1367 1.8638  0.00
N: -3.3524 -3.3014 0.5812  0.00
H: -4.2757 -2.8961 0.5238  0.00
H: -2.8120 -2.4544 0.6845  0.00
C: -2.8206 -3.8830 -0.7236  0.00
C: -3.6388 -3.3757 -1.9089  0.00
O: -4.9546 -3.8513 -1.6201  0.00
C: -5.8198 -3.3889 -2.6281  0.00
H: -0.8350 -2.8483 3.5520  0.00
H: 0.7453 -3.1956 2.9534  0.00
H: -0.1331 -4.5168 3.8101  0.00
H: -1.9281 -5.5402 2.7930  0.00
H: -1.7533 -5.5958 1.1120  0.00
H: -3.3971 -3.2975 2.5464  0.00
H: -4.2262 -4.6480 1.8847  0.00
H: -2.8583 -4.9719 -0.6942  0.00
H: -1.7809 -3.5652 -0.6439  0.00
H: -3.1709 -3.6030 -2.8668  0.00
H: -3.5332 -2.2998 -2.0482  0.00
H: -6.7077 -4.0127 -2.5241  0.00
H: -5.4402 -3.6651 -3.6118  0.00
H: -6.0248 -2.3724 -2.2924  0.00
C: -0.7711 -7.1036 -0.9351  0.00
O: -0.3223 -5.7820 -0.8790  0.00
C: 0.3330 -5.2176 -1.9899  0.00
C: 1.0084 -3.9552 -1.5008  0.00
N: 1.5788 -4.2881 -0.0801  0.00
H: 2.0415 -3.4959 0.3424  0.00
H: 0.7684 -4.5348 0.4699  0.00
C: 2.5587 -5.4438 0.0216  0.00
C: 3.2652 -5.2610 1.3722  0.00
O: 2.2937 -5.4469 2.3775  0.00
C: 2.8080 -4.9968 3.6127  0.00
H: 0.1164 -7.7287 -1.0328  0.00
H: -1.4011 -7.3150 -1.7992  0.00
H: -1.4318 -7.4009 -0.1208  0.00
H: -0.3962 -5.1626 -2.7981  0.00
H: 1.1280 -5.8740 -2.3437  0.00
H: 0.4179 -3.0402 -1.4557  0.00
H: 1.8344 -3.7600 -2.1848  0.00
H: 3.2431 -5.3213 -0.8179  0.00
H: 2.0134 -6.3661 -0.1787  0.00
H: 3.7222 -4.2715 1.3577  0.00
H: 4.1254 -5.9257 1.4508  0.00
H: 2.1105 -4.8468 4.4367  0.00
H: 3.2370 -3.9948 3.5989  0.00
H: 3.4709 -5.7334 4.0665  0.00
C: -3.0519 5.1878 -4.2998  0.00
O: -2.2364 4.9033 -3.1531  0.00
C: -0.9655 4.2478 -3.4608  0.00
C: -1.0743 2.8199 -3.8617  0.01
N: -2.2625 2.2155 -3.0906  0.00
H: -2.2869 2.3971 -2.0974  0.00
H: -3.0943 2.5552 -3.5518  0.00
C: -2.4329 0.6473 -3.1092  0.00
C: -2.6457 0.1843 -4.5098  0.00
O: -3.7774 0.8772 -5.0203  0.00
C: -5.0412 0.3471 -4.6030  0.00
H: -4.0801 5.4735 -4.0773  0.00
H: -3.1937 4.2774 -4.8820  0.00
H: -2.6332 5.9534 -4.9530  0.00
H: -0.3914 4.3880 -2.5450  0.00
H: -0.4677 4.9030 -4.1756  0.00
H: -0.1001 2.3939 -3.6220  0.00
H: -1.2599 2.7034 -4.9294  0.00
H: -3.2001 0.5345 -2.3432  0.00
H: -1.5378 0.2829 -2.6050  0.00
H: -2.7955 -0.8846 -4.3580  0.00
H: -1.7476 0.2911 -5.1182  0.00
H: -5.7915 0.9778 -5.0798  0.00
H: -5.2130 0.3180 -3.5271  0.00
H: -5.2136 -0.6616 -4.9783  0.00
C: 6.9029 1.7390 2.6385  0.00
O: 6.3747 1.1809 1.4374  0.00
C: 6.7872 -0.1374 1.1538  0.00
C: 6.5084 -0.5382 -0.3162  0.00
N: 5.0447 -0.5493 -0.6335  0.00
H: 4.5528 -1.1609 0.0021  0.00
H: 4.7136 0.3628 -0.3533  0.00
C: 4.4901 -0.8660 -2.0481  0.00
C: 5.0433 0.1200 -3.2000  0.00
O: 6.3704 -0.1623 -3.5176  0.00
C: 6.7007 -1.3874 -4.1681  0.00
H: 7.9642 1.9865 2.6151  0.00
H: 6.7229 1.0679 3.4783  0.00
H: 6.3416 2.6628 2.7789  0.00
H: 6.2704 -0.7551 1.8883  0.00
H: 7.7971 -0.2703 1.5419  0.00
H: 6.8637 -1.5361 -0.5732  0.00
H: 7.0167 0.1635 -0.9775  0.00
H: 3.4273 -0.6973 -1.8740  0.00
H: 4.6262 -1.9392 -2.1816  0.00
H: 5.0022 1.1204 -2.7691  0.00
H: 4.4314 0.0912 -4.1016  0.00
H: 6.0215 -1.7516 -4.9389  0.00
H: 6.7360 -2.2670 -3.5254  0.00
H: 7.7369 -1.2703 -4.4855  0.00